103
Properties=species:S:1:pos:R:3:forces:R:3:mulliken_charge:R:1 method="wB97M-V/def2-TZVPD" homo_ev=-9.48 homo_lumo_gap_ev=8.55 charge=0 smiles="COCCCCCCCCCCCc1cccc2c1C(=O)c1ccccc1C2=O.O=[N+]([O-])c1ccccc1.O=[N+]([O-])c1ccccc1.O=[N+]([O-])c1ccccc1" lumo_ev=-0.93
C 0.8119 -2.2700 -0.5660 -0.09 -0.33 0.30 -0.408
C 2.1701 5.9690 0.9497 0.00 -0.04 0.03 -0.635
C -6.0023 -5.7678 1.4423 0.03 0.03 -0.04 -0.335
C -0.6725 -3.0641 1.1514 0.16 -0.16 -0.11 -0.978
C -0.8595 5.5413 2.2242 0.25 0.01 0.04 -0.353
N 5.4237 1.7812 -0.7908 -0.12 0.06 0.02 1.065
C 5.9920 -0.3812 2.1847 0.07 0.02 0.04 -0.556
C -0.3677 -2.0914 0.1984 0.21 -0.32 0.03 0.740
C -4.2763 -0.0194 -5.3531 -0.02 0.03 -0.12 -0.537
H 0.0861 6.9744 3.5050 -0.05 0.10 0.06 0.430
C 1.6315 -3.3983 -0.3302 -0.49 0.05 0.37 0.399
H -1.4366 1.7729 -5.7873 0.01 0.00 -0.01 0.419
H -3.6024 1.3102 -6.8851 -0.01 0.01 -0.01 0.374
C 2.8748 -3.6555 -1.1023 0.00 0.10 0.01 0.421
C 7.2281 1.7479 0.8796 0.10 0.04 0.02 -0.497
H 2.9448 6.5510 0.4491 0.06 0.08 -0.12 0.391
H -2.5144 -0.8315 -2.5711 -0.05 -0.01 -0.04 0.244
O 2.7993 5.0834 1.8583 0.19 0.06 0.08 -0.403
C 2.4100 -1.0898 -3.8068 0.27 -0.20 -0.10 -0.480
C 0.1292 -4.1747 1.3682 0.20 0.29 -0.20 -0.880
C 3.0460 -2.9141 -2.3657 0.06 0.24 -0.36 0.263
C 1.2070 6.9092 1.6699 0.02 -0.01 -0.07 -0.908
C -2.1454 1.1012 -5.3217 -0.07 -0.03 0.03 -0.593
C 2.2414 -1.8033 -2.6232 0.33 -0.12 -0.27 0.122
C 4.1699 -2.6031 -4.4665 -0.16 0.04 0.22 -0.537
C 7.1873 0.1371 2.6649 0.01 0.01 -0.02 -0.436
H -2.8192 1.1123 -0.0089 0.05 -0.01 -0.16 0.359
C -3.7203 -6.2939 1.8537 -0.02 0.02 -0.01 0.060
H -3.9678 -4.2206 -0.7840 -0.02 0.02 -0.02 0.456
H 7.6907 2.5734 0.3606 -0.04 0.00 -0.05 0.478
H 0.5254 7.3047 0.9151 -0.03 0.20 -0.08 0.329
N -2.6977 -6.9754 2.6689 -0.03 0.16 -0.06 1.035
O -3.0700 -7.6575 3.5983 0.00 -0.06 0.00 -0.616
C 0.3891 6.2368 2.7624 -0.25 -0.10 0.04 -0.680
H -3.9000 0.7143 1.2937 -0.14 0.03 -0.03 0.477
H 5.5144 -1.2107 2.6873 -0.01 0.00 0.01 0.407
O 4.3710 1.3036 -1.1664 0.02 -0.02 -0.02 -0.542
H -5.3356 -7.0577 3.0324 0.06 -0.02 0.02 0.464
H -3.4544 3.7799 3.7064 -0.03 -0.12 0.10 0.380
O -5.9403 -1.7534 -4.0858 -0.01 -0.03 0.01 -0.618
H -0.8695 -0.1183 -0.4130 0.02 0.15 -0.19 0.820
O 0.7677 -0.2179 -1.7770 -0.27 0.43 -0.04 -0.638
C 1.2287 -1.3290 -1.6447 -0.06 -0.23 0.04 1.138
O 5.9953 2.7040 -1.3336 0.03 0.01 -0.04 -0.623
C -2.9434 4.2218 2.8516 0.19 0.09 -0.15 -1.120
H 1.7998 -0.2231 -3.9991 -0.09 0.10 0.06 0.441
H -2.0904 -1.3466 -0.7418 -0.05 0.10 -0.18 -0.479
H 3.4963 -0.9445 -5.6463 -0.01 0.06 -0.09 0.433
H 1.6766 3.3817 1.4893 -0.10 -0.07 0.06 0.036
H -7.0489 -5.8648 1.6946 -0.02 -0.01 0.00 0.377
H 1.9266 -5.1974 0.7989 0.15 -0.04 -0.05 0.564
C 2.7144 3.7290 1.4917 -0.09 0.06 -0.17 -0.394
H -1.4677 -0.4906 2.0785 -0.01 -0.04 0.21 0.578
C -2.2716 1.9345 1.8995 -0.01 0.00 -0.24 -0.112
O 3.7004 -4.4509 -0.7165 0.19 -0.25 0.05 -0.656
O -4.5784 -2.0237 -2.4434 0.01 -0.07 0.06 -0.616
C -3.3083 -5.5120 0.7894 0.02 0.05 -0.07 -0.454
H -0.8877 0.6916 -3.6210 -0.01 0.02 0.03 0.518
H -3.4966 5.1250 2.5910 -0.17 0.07 0.02 0.377
C -5.6129 -4.9696 0.3741 0.00 -0.01 0.03 -0.571
H 7.6423 -0.2900 3.5484 0.00 0.00 0.01 0.380
C -3.3628 0.8425 -5.9403 0.04 0.00 0.04 -0.437
C -2.7425 -0.3574 -3.5118 0.13 -0.03 0.08 0.548
H -1.5829 -2.9776 1.7255 -0.06 0.10 0.04 0.443
C -1.8366 0.5029 -4.1066 0.09 0.06 -0.09 -0.454
H 3.1194 3.5543 0.4923 0.12 -0.04 -0.10 0.339
C -3.9430 -0.6059 -4.1467 0.01 0.01 0.00 -0.391
C 5.4074 0.1606 1.0526 -0.06 -0.10 0.07 -0.313
C 1.2940 -4.3401 0.6387 -0.20 0.31 -0.09 -1.030
H -0.1598 -4.9104 2.0944 -0.06 -0.18 0.20 0.514
H -2.6189 3.7387 0.7709 0.06 0.06 -0.11 0.263
C -2.1578 -0.5470 1.2379 0.13 0.04 -0.39 -1.119
H -6.3582 -4.4417 -0.2054 0.01 0.01 -0.02 0.431
H 8.7306 1.6051 2.3931 0.01 0.00 0.01 0.382
H -1.5979 5.2101 4.1886 -0.02 0.03 0.11 0.423
H 1.7589 7.7595 2.0633 0.11 0.03 0.16 0.398
H -0.5780 4.9581 1.3448 -0.10 -0.06 -0.15 0.180
C 6.0408 1.2109 0.4189 0.02 0.02 0.01 -0.022
O -1.5343 -6.7894 2.3655 0.04 -0.14 0.07 -0.631
H -4.0447 3.0230 1.4664 -0.15 0.07 -0.02 0.559
H -1.2076 2.0348 1.6746 0.14 0.04 0.14 0.030
H 1.6504 5.4071 0.1718 -0.12 -0.16 0.00 0.365
H 4.4762 -0.2218 0.6691 -0.07 -0.01 -0.10 0.695
C 3.3667 -1.4944 -4.7271 -0.03 -0.14 0.23 -0.666
C -5.0516 -6.4387 2.1950 -0.11 -0.02 0.03 -0.469
C 7.8017 1.2008 2.0157 -0.04 -0.06 0.03 -0.407
N -4.8951 -1.5341 -3.5112 -0.03 0.08 -0.04 1.059
H -0.9069 3.7879 3.4592 0.07 -0.16 0.04 0.235
H -1.5675 6.3066 1.9036 -0.09 0.06 -0.20 0.306
C -1.5373 4.6524 3.2518 -0.04 0.11 0.14 -0.562
H 4.6321 -4.1652 -3.0519 0.07 -0.09 0.03 0.507
H 1.0049 5.5125 3.2899 0.15 -0.06 0.06 0.395
H -5.2234 -0.2365 -5.8232 -0.03 -0.03 0.04 0.476
C -4.2689 -4.8434 0.0475 -0.02 0.01 0.00 -0.377
H -2.2595 -5.4228 0.5500 0.01 -0.04 0.03 0.606
H -2.9201 -1.2879 1.4650 0.01 -0.15 0.20 0.348
H 4.9156 -2.9102 -5.1827 0.08 -0.03 -0.09 0.412
H -2.3662 1.6434 2.9464 0.09 -0.02 0.16 0.305
H 3.2853 3.1547 2.2129 0.06 -0.08 0.11 0.293
C -2.8445 0.8138 1.0396 -0.18 -0.09 0.17 -1.186
C 4.0177 -3.3099 -3.2828 -0.19 0.26 -0.05 -0.639
C -2.9994 3.2586 1.6724 -0.07 -0.19 0.05 -0.688
C -1.3704 -0.9831 -0.0077 0.05 0.12 0.29 0.551